Entry 1:
The following is a DFT calculation (ωB97M-V with the def2-TZVPD basis set) of an isolated molecule of C14H13BO2.

HOMO-LUMO gap: 0.31346 Eh
ΔE to the lowest compared entry with this formula, charge and spin: 64.7 kJ/mol
charge: 0
structure (SMILES): OB(O)/C=C/c1ccc(-c2ccccc2)cc1

```
30
Properties=species:S:1:pos:R:3:forces:R:3
O 4.287 -4.164 2.229 0.7 0.5 0.5
B 4.198 -2.772 2.372 -0.8 -0.8 0.7
O 5.018 -2.002 3.219 -0.5 0.3 -0.9
C 3.078 -1.991 1.649 -0.3 -0.5 -0.5
C 1.742 -2.152 1.618 1.5 0.8 -0.5
C 0.866 -1.235 0.865 0.3 0.0 -0.3
C 1.336 -0.249 -0.008 -1.4 0.3 -0.2
C 0.414 0.567 -0.693 0.2 -0.4 0.3
C -0.975 0.466 -0.470 0.9 -0.5 0.9
C -1.913 1.389 -1.111 -0.1 0.2 0.1
C -2.967 2.038 -0.458 0.7 -0.6 0.2
C -3.735 2.942 -1.145 -1.1 0.7 0.7
C -3.552 3.186 -2.481 0.2 -0.1 -0.8
C -2.491 2.557 -3.118 -0.1 0.6 -0.3
C -1.672 1.695 -2.436 -0.2 -0.1 -0.1
C -1.394 -0.523 0.415 -0.7 0.6 -0.4
C -0.496 -1.369 1.009 0.0 -0.1 0.0
H 3.717 -4.717 1.650 0.5 1.4 0.6
H 4.792 -1.020 3.182 0.3 -2.2 0.0
H 3.583 -1.265 1.022 -0.5 0.7 -0.2
H 1.289 -2.965 2.165 -0.2 0.0 0.2
H 2.388 -0.135 -0.139 0.4 0.2 -0.3
H 0.753 1.306 -1.414 0.2 0.0 0.3
H -3.166 1.874 0.592 0.1 -0.1 0.1
H -4.483 3.512 -0.593 0.0 -0.3 -0.2
H -4.223 3.824 -3.044 0.2 0.1 0.2
H -2.242 2.806 -4.131 -0.2 0.0 -0.5
H -0.860 1.200 -2.933 0.2 -0.1 -0.3
H -2.456 -0.609 0.610 0.0 -0.2 0.0
H -0.837 -2.195 1.577 -0.5 -0.6 0.7
```
Positions in Å, forces in eV/Å.



Entry 2:
The following is a DFT calculation (ωB97M-V with the def2-TZVPD basis set) of a cluster of 5 separate species, C13H29N2O4 in total.

HOMO-LUMO gap: 0.18808 Eh
ΔE to the lowest compared entry with this formula, charge and spin: 0.0 kJ/mol
charge: -1

```
48
Properties=species:S:1:pos:R:3:forces:R:3
N 0.332 1.235 -1.570 -0.3 -0.1 0.9
C -0.915 1.727 -1.691 0.7 -0.4 -0.2
C -2.027 0.886 -1.347 -0.4 -0.1 -0.4
C -3.317 1.342 -1.432 0.3 0.1 0.0
C -3.537 2.659 -1.862 -0.3 -0.1 0.1
C -2.425 3.406 -2.194 0.3 0.2 -0.1
N -1.155 3.002 -2.145 -0.5 0.0 0.5
H 0.829 1.924 -1.003 0.4 0.3 -0.8
H -1.813 -0.117 -1.002 0.1 0.0 0.0
H -4.152 0.707 -1.147 0.0 0.0 0.0
H -4.531 3.085 -1.931 0.0 0.0 0.0
H -2.582 4.427 -2.547 0.1 0.0 0.0
C -1.100 2.691 3.520 0.1 0.0 0.0
C -1.143 1.838 2.263 0.0 -0.1 0.0
O 0.153 1.587 1.743 0.1 0.2 0.0
H -0.608 3.642 3.313 0.0 0.0 0.0
H -2.106 2.889 3.895 0.0 0.0 0.0
H -0.536 2.185 4.308 -0.1 0.0 0.0
H -1.692 2.347 1.471 0.1 0.0 -0.1
H -1.642 0.888 2.469 -0.1 0.0 0.0
H 0.673 1.123 2.406 -0.1 0.0 0.0
C 0.945 -2.442 -4.153 -0.1 0.0 0.0
C 0.302 -1.859 -2.906 0.1 -0.2 0.0
O -0.371 -2.876 -2.150 -0.1 0.0 -0.1
H 0.194 -2.925 -4.781 0.0 0.0 0.0
H 1.438 -1.660 -4.733 0.0 0.0 0.0
H 1.692 -3.198 -3.890 0.0 0.0 0.0
H -0.444 -1.113 -3.168 0.0 0.0 0.1
H 1.039 -1.354 -2.278 -0.1 0.1 0.0
H 0.291 -3.522 -1.888 0.0 0.0 0.0
C -0.793 -2.729 3.502 0.0 0.1 0.0
C -1.130 -1.896 4.725 -0.1 -0.1 -0.2
O -1.863 -0.726 4.384 0.0 0.0 0.2
H -0.226 -2.138 2.782 0.0 0.0 0.0
H -0.206 -3.608 3.776 0.0 0.0 0.0
H -1.703 -3.068 3.003 0.0 0.0 0.0
H -0.219 -1.545 5.211 0.0 0.0 0.0
H -1.692 -2.492 5.454 0.1 0.0 0.0
H -2.679 -0.997 3.951 0.0 0.0 -0.1
C 4.570 -1.023 -1.959 0.0 0.0 0.0
C 4.419 -0.101 -0.759 -0.2 0.0 -0.1
O 3.768 1.107 -1.094 0.1 -0.2 -0.1
H 5.127 -0.522 -2.752 0.0 0.0 0.0
H 5.095 -1.943 -1.688 0.0 0.0 0.0
H 3.590 -1.289 -2.359 0.0 0.0 0.0
H 5.400 0.175 -0.367 0.0 0.0 0.0
H 3.869 -0.615 0.039 0.1 0.0 0.0
H 2.882 0.882 -1.418 -0.2 0.3 0.0
```
Positions in Å, forces in eV/Å.



Entry 3:
The following is a DFT calculation (ωB97M-V with the def2-TZVPD basis set) of a structure of composition C23H24AsOReS6Sb.

HOMO-LUMO gap (spin up / spin down): 0.18091 / 0.18163 Eh
ΔE to the lowest compared entry with this formula, charge and spin: 134.8 kJ/mol
charge: +1

```
57
Properties=species:S:1:pos:R:3:forces:R:3
Re -0.112 -0.795 0.192 0.7 -0.4 1.4
S -1.098 -4.183 1.444 0.0 0.3 0.4
C 1.842 -3.333 1.344 -0.4 0.3 -0.1
C 2.276 -4.611 1.678 0.1 -0.1 0.0
C 3.611 -4.922 1.494 -0.1 0.1 0.0
C 4.493 -3.961 0.995 0.0 0.1 0.0
C 4.043 -2.697 0.654 0.2 0.0 -0.1
C 2.699 -2.376 0.818 0.1 0.3 0.0
S 2.115 -0.782 0.256 -0.3 -0.3 -0.1
H 1.574 -5.344 2.056 0.0 0.0 0.0
H 3.969 -5.914 1.733 0.0 0.0 0.0
H 5.537 -4.209 0.855 0.0 0.0 0.0
H 4.719 -1.967 0.225 0.0 0.0 0.0
S 0.283 -5.976 -1.282 0.0 -0.4 -0.1
Sb 1.085 -4.011 -1.761 0.0 -0.3 0.1
S -0.444 -2.163 -1.607 -0.4 0.3 0.2
S 0.200 -2.742 1.615 -0.3 0.0 -1.0
S 2.872 -3.292 -2.787 0.3 0.2 -0.1
C -0.133 3.005 1.085 0.1 0.2 -0.3
As -0.929 1.793 2.293 0.1 -0.6 0.0
C -2.795 2.019 2.452 -0.3 -0.1 0.0
C -0.140 2.031 3.992 0.1 0.0 0.2
O -0.568 0.158 1.870 -0.3 0.5 -0.4
H -0.266 4.017 1.467 0.0 0.0 0.0
H -0.589 2.894 0.103 0.1 0.0 0.1
H 0.926 2.762 1.029 0.1 0.0 -0.1
H -2.986 2.841 3.142 0.0 0.0 0.0
H -3.198 1.090 2.850 -0.1 0.0 0.0
H -3.231 2.218 1.479 -0.1 0.0 0.0
H -0.395 3.023 4.362 0.0 0.0 0.0
H 0.938 1.933 3.895 0.0 0.0 0.1
H -0.523 1.269 4.667 0.0 0.0 0.0
C 3.205 2.376 -3.490 0.0 0.0 0.0
C 2.207 3.339 -3.398 -0.1 -0.1 0.0
C 0.951 2.985 -2.927 0.1 0.2 0.0
C 0.674 1.680 -2.511 -0.3 -0.1 0.2
C 1.681 0.719 -2.632 0.0 0.0 -0.1
C 2.932 1.066 -3.119 0.0 0.0 0.0
C -0.686 1.413 -1.995 0.4 0.1 -0.3
C -1.142 0.517 -1.102 0.0 -0.3 0.1
C -2.608 0.503 -0.737 0.3 0.1 -0.2
C -3.161 -0.599 -0.085 -0.2 -0.1 0.1
C -4.490 -0.613 0.338 0.1 0.0 -0.1
C -5.308 0.473 0.086 0.0 0.1 0.0
C -4.783 1.574 -0.591 -0.1 -0.1 0.0
C -3.457 1.592 -0.982 0.0 0.1 0.0
H 4.184 2.641 -3.868 0.0 0.0 0.0
H 2.402 4.357 -3.709 0.0 0.0 0.0
H 0.167 3.735 -2.876 0.0 0.0 0.0
H 1.486 -0.313 -2.390 0.0 0.0 0.0
H 3.690 0.299 -3.222 0.0 0.0 0.0
H -1.414 2.115 -2.403 0.1 0.0 0.0
H -2.583 -1.507 0.069 0.0 0.0 0.0
H -4.882 -1.491 0.835 0.0 0.0 0.0
H -6.345 0.464 0.397 0.0 0.0 0.0
H -5.415 2.425 -0.811 0.0 0.0 0.0
H -3.081 2.475 -1.484 0.0 0.0 0.0
```
Positions in Å, forces in eV/Å.



Entry 4:
The following is a DFT calculation (ωB97M-V with the def2-TZVPD basis set) of an isolated molecule of C11H11ClN4O2S.

HOMO-LUMO gap: 0.32140 Eh
charge: 0
structure (SMILES): COc1ccc(Cl)cc1C(=O)CSc1nnnn1C

```
30
Properties=species:S:1:pos:R:3:forces:R:3
C 0.286 -1.920 -1.659 0.1 -0.2 -0.1
O -0.054 -0.608 -1.270 -0.2 0.2 0.1
C -1.272 -0.373 -0.717 -0.4 0.2 0.1
C -2.270 -1.340 -0.637 0.3 -0.1 -0.1
C -3.490 -1.064 -0.048 0.0 0.3 0.1
C -3.724 0.192 0.487 0.2 -0.2 -0.2
Cl -5.242 0.541 1.229 -0.3 0.1 0.1
C -2.744 1.162 0.431 0.2 -0.1 -0.2
C -1.517 0.906 -0.177 -0.6 -0.4 0.0
C -0.549 2.029 -0.154 0.0 0.4 -0.2
O -0.684 2.980 0.576 0.0 0.0 -0.2
C 0.540 2.057 -1.220 0.4 0.1 -0.1
S 2.160 1.393 -0.702 0.2 0.3 -0.3
C 1.795 0.557 0.755 0.3 -0.5 0.5
N 0.653 0.464 1.404 0.5 0.5 -0.7
N 0.888 -0.309 2.452 -0.5 -0.4 0.8
N 2.092 -0.692 2.492 0.9 -0.7 0.7
N 2.723 -0.170 1.433 -1.3 0.8 -0.7
C 4.108 -0.372 1.145 0.5 -0.1 0.0
H -0.342 -2.272 -2.483 0.0 0.0 0.0
H 1.320 -1.862 -1.998 -0.1 0.0 0.0
H 0.217 -2.616 -0.818 0.0 0.0 0.0
H -2.105 -2.328 -1.034 0.0 -0.1 0.0
H -4.251 -1.826 0.000 -0.1 -0.1 0.0
H -2.901 2.139 0.861 0.0 0.1 0.0
H 0.740 3.102 -1.466 -0.1 -0.1 0.1
H 0.248 1.504 -2.111 0.0 0.0 0.1
H 4.225 -0.764 0.133 0.0 0.0 0.1
H 4.650 0.572 1.221 0.0 -0.1 0.0
H 4.497 -1.082 1.871 0.0 0.0 -0.1
```
Positions in Å, forces in eV/Å.



no.,maximum force (hartree/bohr)
1,0.0431
2,0.0184
3,0.0304
4,0.0325